No. 1
The following is a DFT calculation (ωB97M-V/def2-TZVPD) of C8H11N3O2 as an isolated structure in a non-equilibrium geometry.

Results
- Gap between HOMO and LUMO: 8.096 eV
- Total energy: -625.99012 a.u.

```
! RIJCOSX wB97M-V def2-TZVPD def2/J DEFGRID3
* xyz 0 1
C 1.696 0.612 0.208
C 0.967 0.706 -0.870
C -1.176 1.630 0.978
C 1.324 0.197 1.570
C -1.074 0.316 0.252
C -0.062 -0.385 1.813
C 0.096 -1.758 -2.316
C -0.751 -0.434 -2.072
N -1.340 1.490 2.342
N -0.306 0.118 -0.883
N -0.975 0.323 2.674
O -1.434 -0.144 3.741
O -1.039 2.725 0.479
H 2.722 0.899 0.081
H 1.390 0.917 -1.868
H 2.126 -0.513 1.929
H 1.496 1.164 2.056
H -2.071 -0.126 0.258
H -0.009 -1.477 1.782
H 0.140 -1.721 -3.439
H 0.962 -1.557 -1.781
H -0.422 -2.586 -1.913
H -0.385 0.258 -2.876
H -1.874 -0.654 -2.143
*
```

No. 2
The following is a DFT calculation (ωB97M-V/def2-TZVPD) of a 3-piece molecular cluster, C3H10N4O overall in a non-equilibrium geometry.

Results
- Gap between HOMO and LUMO (spin up / spin down): 6.989 / 7.987 eV
- Total energy: -414.39837 a.u.

```
! RIJCOSX wB97M-V def2-TZVPD def2/J DEFGRID3
* xyz 0 1
C 1.627 0.653 0.827
N 0.874 -0.464 0.227
H 0.800 -1.308 0.765
H 2.067 -1.156 -0.639
H 1.142 1.600 0.609
H 2.624 0.696 0.392
H 1.659 0.502 1.903
C -1.236 0.247 1.213
C -0.052 -0.388 -0.988
N -2.447 0.058 0.673
N 0.295 0.697 -1.748
N -0.794 -1.341 -1.383
O -0.986 0.690 2.302
H -2.515 -0.326 -0.257
H -3.286 0.287 1.195
H -0.219 0.766 -2.613
H 1.290 0.881 -1.777
H -0.842 -2.094 -0.702
*
```

No. 3
The following is a DFT calculation (ωB97M-V/def2-TZVPD) of a 2-piece molecular cluster, C3H4BrCl overall in a non-equilibrium geometry.

Results
- Gap between HOMO and LUMO: 7.738 eV
- Total energy: -3150.77385 a.u.

```
! RIJCOSX wB97M-V def2-TZVPD def2/J DEFGRID3
* xyz 0 1
C 0.366 0.129 -0.190
C -0.396 -0.682 -0.878
C 0.025 0.613 1.219
Cl 0.541 -0.952 -3.372
Br -1.659 -1.899 -0.778
H 1.112 0.855 -0.563
H -0.097 -0.343 1.893
H -0.861 1.222 1.077
H 0.969 1.059 1.591
*
```

No. 4
The following is a DFT calculation (ωB97M-V/def2-TZVPD) of a single C4H8O3 molecule in a non-equilibrium geometry.

Results
- Gap between HOMO and LUMO: 11.365 eV
- Total energy: -382.91743 a.u.
- SMILES: CCOC(=O)CO

```
! RIJCOSX wB97M-V def2-TZVPD def2/J DEFGRID3
* xyz 0 1
C 1.038 1.365 -1.283
C 0.696 1.538 0.222
O 0.166 0.397 0.922
C -0.631 -0.502 0.343
O -1.132 -0.377 -0.755
C -0.865 -1.823 1.117
O -1.566 -2.740 0.319
H 2.112 1.093 -1.388
H 0.456 0.531 -1.707
H 0.749 2.318 -1.791
H 0.052 2.393 0.434
H 1.580 1.813 0.810
H 0.110 -2.203 1.430
H -1.409 -1.614 2.040
H -1.674 -2.236 -0.505
*
```